Entry 1:
DFT (the ωB97M-V functional and the def2-TZVPD basis) results for C20H19AsN7O5PRuS4 as an isolated structure at a distorted geometry.

As for the net charge: -1. The calculation puts the LUMO energy (spin up / spin down) at 0.30 / 1.19 eV. The HOMO energy (spin up / spin down) comes out at -1.943 / -3.671 eV. The energy above the lowest of the compared OMol25 structures with the same formula, charge and spin comes out at 441.2 kJ/mol. The total energy comes out at -157765.6717 eV. Its spin multiplicity is 2.

Positions of all 58 atoms, in Å:
Ru (-0.0513, 0.1882, -0.2944)
C (-1.1886, 4.7674, 2.4649)
N (-1.4623, 3.5296, 1.7682)
C (-2.6634, 3.1495, 1.2343)
C (-2.4532, 1.9674, 0.5833)
N (-1.1410, 1.6358, 0.7042)
C (-0.5463, 2.5897, 1.4056)
P (1.1473, 2.5033, 2.0623)
C (1.1989, 0.7323, 2.4658)
N (0.7438, -0.2690, 1.7300)
C (0.9482, -1.4129, 2.4321)
C (1.5493, -1.1072, 3.6203)
N (1.7033, 0.2507, 3.6380)
C (2.3219, 1.0352, 4.6861)
C (2.0506, 2.3635, 0.4738)
N (2.2700, 1.2268, -0.1661)
C (3.1413, 1.5137, -1.1765)
C (3.4555, 2.8412, -1.1424)
N (2.7670, 3.3732, -0.0845)
C (2.7007, 4.7682, 0.2966)
H (-2.1179, 5.3184, 2.5797)
H (-0.4873, 5.3817, 1.8994)
H (-0.7647, 4.5758, 3.4507)
H (-3.5532, 3.7425, 1.3555)
H (-3.1651, 1.3504, 0.0477)
H (0.6476, -2.3701, 2.0398)
H (1.8764, -1.7303, 4.4346)
H (2.6554, 0.3719, 5.4793)
H (1.6143, 1.7523, 5.1010)
H (3.1811, 1.5820, 4.2994)
H (3.4926, 0.7545, -1.8570)
H (4.0989, 3.4402, -1.7634)
H (3.3006, 5.3550, -0.3934)
H (3.0770, 4.9112, 1.3101)
H (1.6710, 5.1220, 0.2458)
S (-5.3387, -2.8931, -1.5094)
As (-4.5539, -1.0670, -2.2073)
S (-1.8459, -1.5339, 0.1528)
S (-2.0800, -1.1708, -1.7861)
S (-5.3329, 0.5723, -1.1142)
O (0.7654, 0.6954, -2.9703)
C (1.3280, -0.4865, -2.6737)
O (1.1393, -1.0322, -1.5729)
C (2.2160, -1.0105, -3.6894)
C (2.2855, -0.4390, -4.9857)
C (3.1925, -0.9489, -5.9016)
C (4.0530, -1.9788, -5.5649)
C (3.9862, -2.5303, -4.2620)
C (3.0586, -2.0609, -3.3461)
N (4.8845, -3.5564, -3.8790)
O (4.8347, -4.0028, -2.7218)
O (5.6947, -3.9658, -4.7222)
H (1.6284, 0.3795, -5.2406)
H (3.2282, -0.5286, -6.8992)
H (4.7781, -2.3640, -6.2641)
H (3.0077, -2.5038, -2.3616)
O (-0.3062, 2.4381, -2.0864)
C (-0.0027, 1.2876, -1.9241)

***

Entry 2:
DFT (the ωB97M-V functional and the def2-TZVPD basis) results for C20H19AuI2NO4SYb as an isolated structure at a distorted geometry.

As for the net charge: +4. The calculation puts the LUMO energy (spin up / spin down) at -15.99 / -15.99 eV. The HOMO energy (spin up / spin down) comes out at -20.531 / -20.533 eV. The total energy comes out at -92939.5234 eV. Its spin multiplicity is 4.

Positions of all 49 atoms, in Å:
I (-4.0377, -1.9032, 0.6425)
I (-1.3195, -3.8968, 0.6419)
Au (1.3987, -1.0185, -0.8488)
Yb (-1.7536, 0.1463, 0.7422)
S (-0.8511, -1.2978, -1.4189)
C (-2.0348, 2.0017, -1.1256)
C (-1.9643, 2.7578, 1.1000)
C (-0.7694, -0.8997, -3.2499)
C (-0.2283, -2.1367, -3.9409)
C (0.1351, 0.2974, -3.4541)
C (-2.2053, -0.6303, -3.6651)
C (2.8123, -0.8109, 0.5492)
C (3.1644, -1.2454, -1.7231)
O (-1.8921, 3.9188, 1.2321)
O (-2.0702, 2.9635, -1.7768)
O (3.4348, -0.6677, 1.5232)
O (3.9515, -1.4257, -2.5486)
H (-0.2985, -1.9887, -5.0172)
H (-0.8311, -3.0108, -3.6836)
H (0.8189, -2.3268, -3.7025)
H (0.1782, 0.5144, -4.5261)
H (1.1523, 0.0791, -3.0996)
H (-0.2490, 1.1828, -2.9380)
H (-2.2328, -0.5164, -4.7512)
H (-2.5837, 0.2995, -3.2256)
H (-2.8470, -1.4772, -3.3895)
C (2.4746, -2.3845, 4.9636)
C (2.2948, -2.9148, 3.6810)
C (1.1891, -2.5457, 2.9236)
C (0.3113, -1.5607, 3.4191)
C (0.3219, -1.2926, 4.8088)
C (1.4839, -1.5500, 5.5235)
N (-0.4840, -0.7857, 2.5876)
C (-1.0101, 0.3930, 3.0956)
C (-2.4099, 0.5072, 3.2956)
C (-2.8871, 1.4711, 4.1625)
C (-2.0381, 2.4337, 4.7080)
C (-0.6899, 2.4561, 4.3053)
C (-0.1875, 1.5060, 3.4386)
H (3.3738, -2.6058, 5.5527)
H (3.0100, -3.6477, 3.2950)
H (0.9453, -3.0296, 1.9712)
H (-0.5306, -0.7392, 5.2304)
H (1.5880, -1.1186, 6.5240)
H (-3.0629, -0.2668, 2.8493)
H (-3.9505, 1.4861, 4.4145)
H (-2.3976, 3.1498, 5.4615)
H (-0.0432, 3.2570, 4.6668)
H (0.8303, 1.5200, 3.0346)

***

Entry 3:
DFT (the ωB97M-V functional and the def2-TZVPD basis) results for C20H19BCsN9O4 as an isolated structure at a distorted geometry.

As for the net charge: -2. The calculation puts the LUMO energy at 3.38 eV. The HOMO energy comes out at -2.677 eV. The energy above the lowest of the compared OMol25 structures with the same formula, charge and spin comes out at 74.8 kJ/mol. The total energy comes out at -43878.0812 eV.

Positions of all 54 atoms, in Å:
Cs (-1.4160, 0.0334, -0.1362)
C (0.8725, -1.2931, -4.0255)
C (-0.3512, -1.8370, -3.5881)
N (-0.2526, -2.3883, -2.3856)
N (1.0429, -2.2038, -2.0143)
C (1.7253, -1.5557, -2.9763)
B (1.6635, -2.7920, -0.6915)
N (2.4850, -1.6828, 0.0637)
C (3.8206, -1.5383, 0.0494)
C (4.1522, -0.4401, 0.8142)
C (2.9019, 0.0397, 1.2485)
N (1.8943, -0.7014, 0.8010)
N (0.6001, -3.4580, 0.1891)
C (0.5721, -4.7388, 0.6082)
C (-0.5345, -4.9142, 1.4051)
C (-1.1398, -3.6383, 1.4076)
N (-0.4613, -2.7682, 0.6801)
H (1.0872, -0.7348, -4.9216)
H (-1.3137, -1.8189, -4.0796)
H (2.7621, -1.2998, -2.8154)
H (2.5004, -3.6492, -0.9588)
H (4.4212, -2.2585, -0.4837)
H (5.1387, -0.0721, 1.0439)
H (2.6958, 0.8911, 1.8829)
H (1.3517, -5.4140, 0.2948)
H (-0.8578, -5.8149, 1.8996)
H (-2.0429, -3.3113, 1.9049)
O (-5.5556, 2.0977, 6.2381)
C (-5.7203, 2.4943, 5.0607)
O (-6.5662, 3.2892, 4.6013)
C (-4.7238, 1.9273, 4.0250)
C (-3.7122, 1.0464, 4.3799)
C (-2.8374, 0.5962, 3.4061)
N (-2.9108, 0.9638, 2.1202)
C (-3.8993, 1.8032, 1.7622)
C (-4.8147, 2.2979, 2.6898)
C (-4.0007, 2.2190, 0.2626)
O (-4.9695, 2.9087, -0.0476)
O (-3.0514, 1.7782, -0.4694)
H (-3.6335, 0.7472, 5.4177)
H (-2.0328, -0.0879, 3.6642)
H (-5.5928, 2.9734, 2.3709)
C (4.1379, 3.2509, -2.4265)
N (2.7800, 2.7468, -2.4752)
C (1.8524, 2.9206, -3.4832)
C (0.7524, 2.2258, -3.0847)
N (0.9520, 1.6704, -1.8363)
C (2.1661, 2.0291, -1.5033)
H (4.3951, 3.6412, -3.4099)
H (4.8298, 2.4442, -2.1879)
H (4.2423, 4.0543, -1.6988)
H (2.0820, 3.4935, -4.3654)
H (-0.1771, 2.1033, -3.6191)
H (2.6902, 1.7244, -0.6084)